The following is a DFT calculation (wB97M-V/def2-TZVPD) of a cluster of 5 separate species, H10O5 in total.

```
15
Properties=species:S:1:pos:R:3:forces:R:3:lowdin_charge:R:1
O 0.238825 0.320011 0.494936 -0.08 -0.30 -0.22 -0.049
H -0.364684 0.857166 -0.027173 0.10 0.09 0.11 0.035
H -0.200971 -0.537421 0.579110 -0.04 0.17 0.07 0.026
O 0.185266 3.870848 -0.445344 -0.02 -0.05 -0.14 -0.057
H -0.442421 3.613541 -1.129411 0.05 0.10 0.04 0.030
H 0.868560 4.361674 -0.916240 -0.05 -0.06 0.07 0.037
O -1.967174 -1.804561 -0.358181 0.21 0.18 -0.24 -0.049
H -2.733117 -1.225021 -0.453333 0.04 -0.12 0.09 0.056
H -1.492154 -1.711066 -1.195043 -0.23 0.07 0.02 0.041
O 2.065735 1.046507 2.632434 0.15 -0.09 -0.30 -0.079
H 1.804744 0.728301 1.750061 -0.13 0.22 0.42 -0.001
H 2.087305 2.004633 2.546858 -0.04 -0.07 -0.02 0.025
O 0.317300 -3.989349 -1.018766 -0.05 0.15 -0.17 -0.049
H -0.250555 -4.367608 -1.699556 0.04 0.01 0.12 0.038
H -0.116660 -3.167654 -0.760353 0.05 -0.30 0.15 -0.004
```
Positions in Å, forces in eV/Å.

Summary:
Highest occupied orbital energy = -10.52 eV
LUMO = -0.0018 hartree
Energy above the lowest of the compared OMol25 structures with the same formula, charge and spin = 1.309 eV
SMILES = O.O.O.O.O
Orbital gap = 10.47 eV



The following is a DFT calculation (wB97M-V/def2-TZVPD) of a cluster of 5 separate species, H10O5 in total in a non-equilibrium geometry.

```
15
Properties=species:S:1:pos:R:3:forces:R:3:lowdin_charge:R:1
O 0.848787 1.437534 -2.356279 0.93 -0.34 1.11 -0.097
H 0.951938 2.051364 -3.078858 0.33 0.30 -0.09 0.023
H 1.530283 1.616699 -1.636684 -1.47 -0.02 -1.25 0.042
O -0.266679 -1.008191 -1.005425 0.75 -0.02 -0.21 -0.056
H 0.656026 -0.764727 -1.203936 -0.45 0.04 0.30 0.050
H -0.676504 -0.913404 -1.869306 -0.24 0.15 -0.02 0.054
O -0.336173 0.074893 2.617147 0.17 -0.81 -0.64 -0.075
H -1.056614 -0.271392 2.043337 0.54 0.09 0.83 0.024
H 0.288207 -0.677758 2.740715 -0.85 0.76 -0.19 0.068
O 1.309413 1.444248 0.281617 -0.30 -0.50 -0.32 -0.061
H 1.727129 2.006579 0.926407 -0.05 0.13 0.53 0.046
H 0.484091 1.088593 0.665234 0.61 0.34 0.07 0.036
O -1.920334 -2.049051 1.034399 0.19 0.08 -1.16 -0.098
H -1.202062 -1.547887 0.583638 -0.46 -0.57 0.07 -0.011
H -2.337509 -2.487499 0.257995 0.29 0.38 0.96 0.055
```
Positions in Å, forces in eV/Å.

Summary:
Highest occupied orbital energy = -11.17 eV
LUMO = 0.0229 hartree
Energy above the lowest of the compared OMol25 structures with the same formula, charge and spin = 0.889 eV
SMILES = O.O.O.O.O
Orbital gap = 11.80 eV



The following is a DFT calculation (wB97M-V/def2-TZVPD) of a structure of composition H11LiO6 in a non-equilibrium geometry.

```
18
Properties=species:S:1:pos:R:3:forces:R:3:lowdin_charge:R:1
Li 0.717911 0.177092 -0.135164 -0.53 -0.72 0.23 0.677
O -0.312450 -1.452262 0.363075 3.29 -0.91 2.85 -0.589
H 0.357700 -1.923119 1.100123 -2.95 1.83 -3.08 0.032
O -2.656106 -0.958472 -0.959388 -0.61 2.90 -0.76 -0.038
H -1.794451 -1.120285 -0.623917 1.67 -0.64 1.01 -0.073
H -3.042807 -1.780017 -1.084224 -1.05 -2.36 -0.27 -0.007
O -1.993104 -0.172985 2.300329 -0.76 -0.34 -1.12 -0.085
H -1.516450 -0.654331 1.584961 -0.24 -0.22 -0.29 -0.030
H -1.264059 0.044458 2.839143 1.15 0.53 1.33 -0.017
O 2.643396 -0.417750 0.205902 2.05 -0.67 -2.32 -0.207
H 3.178056 0.241436 -0.413702 -1.34 -2.71 1.78 0.110
H 2.878007 -1.423425 -0.027839 -0.68 3.64 0.41 0.133
O 0.555927 2.091796 0.741134 1.26 1.52 -0.07 -0.137
H 1.316700 2.787529 0.775605 -2.68 -1.63 0.05 0.110
H -0.342754 2.489648 0.865236 1.42 -0.17 -0.07 0.082
O 0.590871 0.605883 -2.193161 1.56 1.55 1.61 -0.049
H 0.102416 0.008899 -2.698343 -1.41 -1.55 -1.27 0.026
H 0.581195 1.455907 -2.639769 -0.15 -0.06 -0.05 0.062
```
Positions in Å, forces in eV/Å.

Summary:
Highest occupied orbital energy = -8.33 eV
LUMO = -0.0211 hartree
Energy above the lowest of the compared OMol25 structures with the same formula, charge and spin = 0.000 eV
Orbital gap = 7.76 eV



The following is a DFT calculation (wB97M-V/def2-TZVPD) of a cluster of 5 separate species, H11O5 in total in a non-equilibrium geometry.

```
16
Properties=species:S:1:pos:R:3:forces:R:3:lowdin_charge:R:1
O -0.066704 2.595254 0.382721 -0.61 -2.21 1.08 0.033
H 0.330902 3.315444 -0.039990 1.28 1.52 -1.12 0.063
H -0.901910 2.910295 0.691889 -0.98 0.57 0.36 0.077
O -0.900772 0.420719 -1.959304 -1.22 1.10 -3.01 -0.122
H -1.343500 -0.379235 -2.364214 0.66 1.40 0.51 0.084
H -1.035604 1.176957 -2.675252 0.39 -2.42 2.34 0.140
O 1.012243 -1.339730 2.112111 -0.51 -0.91 1.00 -0.027
H 1.913651 -1.222184 2.425658 0.23 0.40 -0.17 0.081
H 0.677497 -2.015713 2.746364 0.04 0.56 -0.74 0.106
O 0.605601 -1.760170 -1.144549 2.49 -0.07 -0.45 -0.075
H 1.603464 -1.652011 -1.063052 -1.75 -0.01 0.54 0.101
H 0.632345 -2.073218 -2.063440 -0.73 0.00 0.12 0.064
O -0.759449 0.030610 0.675181 2.48 2.07 -0.27 0.105
H -0.349101 1.051395 0.678201 -1.06 -2.02 -0.46 0.147
H -0.461118 -0.269172 -0.283942 -0.42 0.12 1.59 0.113
H -0.193971 -0.416029 1.418497 -0.29 -0.09 -1.31 0.112
```
Positions in Å, forces in eV/Å.

Summary:
Highest occupied orbital energy = -15.19 eV
LUMO = -0.1133 hartree
Energy above the lowest of the compared OMol25 structures with the same formula, charge and spin = 1.300 eV
Net charge = +1
Orbital gap = 12.11 eV



The following is a DFT calculation (wB97M-V/def2-TZVPD) of a cluster of 5 separate species, H11O5 in total in a non-equilibrium geometry.

```
16
Properties=species:S:1:pos:R:3:forces:R:3:lowdin_charge:R:1
O -3.895919 0.308802 -0.103855 -0.21 -0.45 -0.19 -0.037
H -4.645885 0.895994 0.032494 0.06 0.18 0.10 0.074
H -4.297364 -0.518108 -0.415772 0.14 0.31 0.09 0.075
O 0.775674 0.334133 -0.271936 1.54 0.13 -0.84 0.079
H 1.164802 -0.219912 -1.158618 -0.52 0.37 2.71 0.137
H 1.488639 0.637146 0.378475 -0.31 -0.35 -0.59 0.094
O 2.422431 0.923171 1.831012 0.06 -0.87 0.74 -0.052
H 2.075295 0.219950 2.433246 0.55 0.88 -0.52 0.093
H 3.345257 1.085347 2.123138 -0.81 -0.12 -0.34 0.093
O 2.155072 -1.057027 -1.933182 -0.91 -0.34 1.49 0.064
H 1.600263 -1.343697 -2.643840 -0.32 -0.49 -1.14 0.088
H 2.495327 -0.214949 -2.163707 1.24 1.23 -1.04 0.071
O -1.367505 -0.435673 0.538379 -1.36 0.73 0.26 0.000
H -2.196871 0.132899 0.444428 0.87 -0.71 0.06 0.084
H -0.100160 0.049622 0.230373 -0.17 -0.38 -0.87 0.044
H -1.647328 -1.311534 0.256440 0.15 -0.13 0.07 0.094
```
Positions in Å, forces in eV/Å.

Summary:
Highest occupied orbital energy = -15.68 eV
LUMO = -0.1138 hartree
Energy above the lowest of the compared OMol25 structures with the same formula, charge and spin = 0.854 eV
Net charge = +1
Orbital gap = 12.59 eV



The following is a DFT calculation (wB97M-V/def2-TZVPD) of a cluster of 6 separate species, H11S6 in total in a non-equilibrium geometry.

```
17
Properties=species:S:1:pos:R:3:forces:R:3:lowdin_charge:R:1
S -2.007453 3.476771 2.285485 0.27 -1.29 0.01 0.416
H -1.533235 2.268445 1.757868 -0.53 1.15 0.64 -0.285
S -2.436849 0.399175 -2.868119 0.24 0.06 -1.09 0.510
H -2.951036 0.761202 -1.719756 -0.27 0.07 0.82 -0.259
H -1.804113 -0.678367 -2.407895 0.01 -0.09 0.25 -0.255
S -1.154716 -0.190170 0.706176 0.65 0.28 0.14 0.403
H -2.315252 -0.669719 0.300202 -0.59 -0.12 -0.17 -0.310
H -2.399068 2.908425 3.464044 0.23 0.18 -0.63 -0.210
S 2.289873 -2.023617 4.729766 0.24 1.26 -2.08 0.407
H 3.430649 -1.430714 4.241792 -0.41 -0.51 0.69 -0.211
H 1.721504 -1.503453 3.548950 0.17 -0.75 1.38 -0.194
S -2.169941 -3.609993 -0.027186 -0.15 0.12 0.57 0.464
H -1.578272 -2.749181 -0.871798 0.01 0.06 0.35 -0.254
H -2.133913 -2.810052 1.092502 0.13 -0.42 -0.89 -0.222
S 4.748053 2.087151 -5.237860 -0.41 0.17 -0.81 0.473
H 5.486292 1.031167 -4.913003 0.18 -0.04 0.40 -0.235
H 4.807482 2.732928 -4.081166 0.23 -0.12 0.41 -0.237
```
Positions in Å, forces in eV/Å.

Summary:
2S+1 = 2
Highest occupied orbital energy (spin up / spin down) = -9.73 / -9.73 eV
LUMO (spin up / spin down) = 0.0111 / -0.1180 hartree
Energy above the lowest of the compared OMol25 structures with the same formula, charge and spin = 0.075 eV
⟨S²⟩ = 0.75
Orbital gap (spin up / spin down) = 10.03 / 6.51 eV



The following is a DFT calculation (wB97M-V/def2-TZVPD) of a structure of composition H12LiO6 in a non-equilibrium geometry.

```
19
Properties=species:S:1:pos:R:3:forces:R:3:lowdin_charge:R:1
Li -0.138158 -0.551053 -0.073263 -0.09 -0.38 -0.04 0.714
O 0.513842 0.108947 1.691737 -0.12 0.72 1.02 -0.090
H 1.426842 0.390947 1.824737 0.09 -0.17 -0.11 0.073
H 0.063842 0.439947 2.500737 0.18 -0.52 -0.76 0.099
O -0.389158 0.331947 -1.910263 -0.48 1.20 0.62 -0.088
H -0.729158 1.202947 -1.602263 0.12 -0.72 0.35 0.048
H -0.045158 0.617947 -2.747263 0.46 -0.35 -0.99 0.062
O 0.353842 -2.540053 0.587737 -0.23 0.10 -0.84 -0.088
H 0.613842 -3.047053 -0.208263 -0.01 0.24 0.79 0.079
H 1.165842 -2.276053 1.034737 0.11 -0.26 -0.14 0.036
O -2.216158 -0.594053 -0.024263 1.64 -0.52 -1.57 -0.027
H -2.519158 -0.888053 0.794737 -0.86 -1.26 2.21 0.037
H -2.561158 0.271947 -0.067263 -0.63 1.71 -0.41 0.030
O -0.795158 2.264947 0.244737 -0.81 -0.61 -1.11 -0.014
H -0.196158 2.414947 0.942737 1.38 -0.11 1.26 0.021
H -1.279158 3.077947 0.243737 -0.78 0.84 -0.34 0.061
O 2.189842 -0.710053 -0.806263 -0.02 1.04 -0.44 -0.079
H 2.709842 0.117947 -0.713263 -0.29 -0.80 -0.09 0.077
H 1.830842 -0.634053 -1.713263 0.32 -0.17 0.59 0.050
```
Positions in Å, forces in eV/Å.

Summary:
Highest occupied orbital energy = -15.45 eV
LUMO = -0.1283 hartree
Energy above the lowest of the compared OMol25 structures with the same formula, charge and spin = 0.521 eV
Net charge = +1
Orbital gap = 11.96 eV



The following is a DFT calculation (wB97M-V/def2-TZVPD) of a structure of composition H12N2Si4 in a non-equilibrium geometry.

```
18
Properties=species:S:1:pos:R:3:forces:R:3:lowdin_charge:R:1
N -1.413982 0.318474 1.515234 1.84 -4.30 1.83 -0.178
N -0.539640 -1.057020 -2.022313 -1.98 0.55 0.35 -0.244
Si 1.598327 -1.739683 2.782168 0.74 -0.35 -1.27 0.438
Si -0.778324 2.245676 -2.210257 1.60 0.73 2.66 0.488
Si 0.924461 -0.250305 1.038858 -3.38 3.57 1.76 0.402
Si 0.311860 0.227865 -1.126813 1.22 -1.25 -3.82 0.133
H -1.953304 -0.639854 1.487041 1.39 2.05 0.21 -0.011
H -1.734933 0.711795 0.688798 -0.58 1.29 -2.27 -0.175
H -1.587721 -1.121561 -2.061565 1.58 0.52 0.32 0.032
H -0.230016 -1.953267 -2.338988 0.77 -0.21 0.15 -0.006
H 2.137596 -0.995903 3.872853 0.58 0.77 0.52 -0.130
H 0.571509 -2.500338 3.357056 -1.65 -0.61 0.39 -0.149
H 2.516850 -2.841365 2.374451 0.16 0.48 -0.24 -0.116
H -1.117853 2.940621 -0.785505 0.02 -0.27 -1.98 -0.096
H 0.237296 3.077011 -3.038130 -0.57 -0.69 0.86 -0.108
H -1.879962 2.068428 -3.139401 -0.53 -0.41 0.07 -0.147
H 1.185497 1.313774 1.514073 0.23 -2.05 -0.42 -0.064
H 1.752339 0.195653 -1.907560 -1.43 0.18 0.87 -0.070
```
Positions in Å, forces in eV/Å.

Summary:
Highest occupied orbital energy (spin up / spin down) = -8.41 / -8.41 eV
LUMO (spin up / spin down) = -0.0306 / -0.0306 hartree
Energy above the lowest of the compared OMol25 structures with the same formula, charge and spin = 3.865 eV
Orbital gap (spin up / spin down) = 7.58 / 7.58 eV



The following is a DFT calculation (wB97M-V/def2-TZVPD) of a cluster of 6 separate species, H12O6 in total in a non-equilibrium geometry.

```
18
Properties=species:S:1:pos:R:3:forces:R:3:lowdin_charge:R:1
O 1.591910 1.850956 0.443327 -0.77 0.19 0.62 -0.076
H 0.781804 1.632208 0.967727 0.30 -0.54 -0.36 0.022
H 1.843642 2.669709 0.880748 0.44 0.15 -0.27 0.053
O 0.518333 1.046922 -2.069661 0.05 0.06 0.22 -0.061
H 0.986880 1.497927 -1.340979 -0.19 0.00 0.02 0.006
H 1.193973 0.495756 -2.470301 -0.01 -0.08 -0.17 0.040
O 1.562900 -1.640092 0.435905 -0.11 0.32 -0.17 -0.047
H 2.339481 -1.835606 -0.092503 0.12 -0.09 0.00 0.045
H 1.350495 -0.716906 0.221684 0.01 -0.20 0.24 0.021
O -2.122678 0.020317 -0.917558 0.23 0.06 -0.28 -0.046
H -1.580688 0.392523 -1.632240 0.14 -0.06 0.15 0.032
H -3.026223 0.273621 -1.121614 -0.09 0.02 0.07 0.058
O -1.180988 -2.201100 1.171582 0.35 -0.20 -0.19 -0.068
H -0.241760 -2.441376 1.220401 -0.11 0.10 0.13 0.020
H -1.293206 -2.111921 0.215333 -0.28 0.19 0.13 0.029
O -0.699725 0.683302 1.518221 0.02 0.18 -0.18 -0.064
H -0.914919 -0.165636 1.918378 0.18 -0.29 0.28 0.033
H -1.109230 0.549403 0.651547 -0.29 0.20 -0.25 0.002
```
Positions in Å, forces in eV/Å.

Summary:
Highest occupied orbital energy = -11.01 eV
LUMO = 0.0172 hartree
Energy above the lowest of the compared OMol25 structures with the same formula, charge and spin = 0.433 eV
SMILES = O.O.O.O.O.O
Orbital gap = 11.48 eV